1.
The following is a DFT calculation (the ωB97M-V functional and the def2-TZVPD basis) of C46H45HfN3O2P2S2 as an isolated structure.

Each line ends with the Mulliken charge.
Atoms and positions in Å:
1 Hf -0.78132 -1.05172 -0.71309  0.170
2 C 0.22466 -4.32425 -0.95694  -1.445
3 N -1.11027 -3.78609 -0.61000  0.514
4 C -1.56906 -4.47072 0.63484  -1.208
5 C -1.48776 -3.66557 1.91248  -0.710
6 C -2.51858 -2.56411 2.00946  -1.418
7 N -2.42705 -1.44357 1.02471  0.596
8 C -3.30764 -0.54561 1.33268  -0.451
9 C -3.62684 0.70855 0.72144  1.472
10 C -4.55821 1.55219 1.35360  -0.833
11 C -4.88557 2.76695 0.80514  -0.987
12 C -4.29070 3.15342 -0.40477  -0.558
13 C -3.39150 2.34234 -1.05775  -1.061
14 C -3.04236 1.10131 -0.49863  -0.078
15 O -2.21127 0.29629 -1.08546  0.011
16 C -2.02015 -4.25035 -1.69610  -1.485
17 C -3.40536 -3.61630 -1.68810  -0.658
18 C -3.43702 -2.18997 -2.28241  -0.722
19 N -2.08797 -1.76617 -2.60909  0.569
20 C -1.81131 -1.49617 -3.82936  -0.498
21 C -0.50519 -1.17131 -4.33916  0.846
22 C -0.35959 -0.85474 -5.69715  -1.093
23 C 0.87785 -0.58886 -6.23248  -0.891
24 C 2.00402 -0.65722 -5.40715  -0.549
25 C 1.89384 -0.98060 -4.07265  -0.767
26 C 0.63425 -1.22548 -3.50781  0.421
27 O 0.52723 -1.49358 -2.22138  -0.417
28 H 0.15243 -5.39816 -1.16744  0.556
29 H 0.91361 -4.18107 -0.12903  0.601
30 H 0.61958 -3.80559 -1.82736  0.005
31 H -0.99181 -5.39377 0.74838  0.386
32 H -2.60788 -4.77789 0.49926  0.494
33 H -0.48740 -3.27312 2.07338  -0.179
34 H -1.69840 -4.35014 2.74011  0.541
35 H -2.45792 -2.12687 3.00857  0.666
36 H -3.51453 -3.01033 1.90363  0.656
37 H -3.92406 -0.74457 2.21545  0.279
38 H -5.00640 1.23156 2.28805  0.446
39 H -5.59392 3.42005 1.29616  0.404
40 H -4.54350 4.11447 -0.83549  0.457
41 H -2.90695 2.64008 -1.97697  0.471
42 H -2.12276 -5.33953 -1.60713  0.567
43 H -1.52997 -4.06136 -2.64980  0.654
44 H -3.80940 -3.60938 -0.67428  0.332
45 H -4.06336 -4.26221 -2.27206  0.516
46 H -3.85044 -1.48293 -1.56201  -0.234
47 H -4.07399 -2.16330 -3.17191  0.686
48 H -2.61066 -1.51982 -4.57799  0.270
49 H -1.24401 -0.81359 -6.32370  0.418
50 H 0.97931 -0.32806 -7.27702  0.388
51 H 2.98290 -0.44316 -5.81812  0.453
52 H 2.76219 -1.00932 -3.42734  0.542
53 S 1.31191 -2.03998 1.12986  -0.637
54 P 1.05556 -0.10167 1.61299  0.129
55 C 0.38783 0.62353 0.24617  0.340
56 P 1.06391 1.78512 -0.80398  1.966
57 S -0.03680 2.11313 -2.41323  -0.634
58 C 1.35295 3.33438 0.11504  0.344
59 C 2.60673 3.88137 0.36353  -0.419
60 C 2.72303 5.04321 1.11816  -0.760
61 C 1.59446 5.65496 1.63864  -0.542
62 C 0.33770 5.11054 1.39648  -0.725
63 C 0.21941 3.95981 0.63493  -0.336
64 C 2.73031 1.33280 -1.43351  0.391
65 C 3.37264 0.17075 -1.03493  0.003
66 C 4.60831 -0.17766 -1.57179  -0.819
67 C 5.20522 0.63399 -2.52216  -0.558
68 C 4.55443 1.78823 -2.94792  -0.835
69 C 3.32335 2.12898 -2.41418  -0.592
70 C 2.50535 0.71202 2.34794  1.323
71 C 3.76395 0.12499 2.28109  -0.114
72 C 4.86636 0.77714 2.81407  -0.816
73 C 4.71129 2.01394 3.42330  -0.669
74 C 3.45352 2.59750 3.50132  -0.630
75 C 2.35147 1.95111 2.96599  -0.414
76 C -0.10977 -0.03368 3.01986  0.655
77 C -0.00900 -0.93541 4.07518  -0.525
78 C -0.87854 -0.84758 5.15350  -0.853
79 C -1.84941 0.14554 5.18415  -0.699
80 C -1.94545 1.05400 4.13703  -0.927
81 C -1.07648 0.96536 3.05854  0.371
82 H 3.49736 3.39576 -0.01221  0.420
83 H 3.70434 5.46013 1.30871  0.424
84 H 1.68796 6.55666 2.23112  0.375
85 H -0.54798 5.58863 1.79647  0.447
86 H -0.75755 3.53525 0.42658  0.285
87 H 2.89169 -0.50371 -0.34074  0.168
88 H 5.09091 -1.09312 -1.25099  0.437
89 H 6.16581 0.36510 -2.94377  0.387
90 H 5.00492 2.41864 -3.70441  0.417
91 H 2.79816 3.00736 -2.77077  0.433
92 H 3.87591 -0.84673 1.81525  0.379
93 H 5.84442 0.31708 2.75534  0.430
94 H 5.57112 2.52272 3.84028  0.404
95 H 3.32995 3.56465 3.97099  0.467
96 H 1.37481 2.41808 3.02156  0.212
97 H 0.74610 -1.71242 4.04237  0.409
98 H -0.79778 -1.55324 5.97078  0.412
99 H -2.52530 0.21456 6.02731  0.392
100 H -2.69669 1.83447 4.15703  0.469
101 H -1.15220 1.65302 2.22280  0.468

=====

2.
The following is a DFT calculation (the ωB97M-V functional and the def2-TZVPD basis) of C46H46BiNOP2Si as an isolated structure.

Each line ends with the Mulliken charge.
Atoms and positions in Å:
1 Bi 0.06377 -0.01707 -0.32146  1.766
2 P -0.78922 2.58602 -0.77837  1.118
3 C -1.71089 0.06932 1.20402  0.139
4 O -2.24971 -0.03111 2.22321  -0.093
5 P -0.87074 -2.77107 -0.64358  1.206
6 C -0.85031 3.54970 0.77413  0.514
7 C -2.32623 3.11665 -1.61326  0.151
8 C 0.55949 3.36722 -1.72702  0.201
9 C 0.58991 -3.77478 -1.06949  -0.028
10 C -1.50302 -3.60339 0.85449  0.312
11 C -2.05025 -3.20908 -1.96876  -0.034
12 C 0.23759 4.31449 1.23314  -0.383
13 C 0.23285 4.79385 2.54322  -0.772
14 C -0.86495 4.56197 3.37542  -0.517
15 C -1.99891 3.90997 2.87896  -0.883
16 C -1.98888 3.39574 1.58332  -0.496
17 H 1.07538 4.53844 0.57158  0.547
18 H 1.09909 5.34834 2.91217  0.447
19 H -0.84161 4.90279 4.41174  0.433
20 H -2.89003 3.79628 3.50020  0.435
21 H -2.86135 2.86815 1.18943  0.543
22 C 1.88720 3.07040 -1.36123  0.208
23 C 2.94924 3.45288 -2.18016  -0.760
24 C 2.69525 4.20003 -3.33818  -0.820
25 C 1.38495 4.57775 -3.65510  -0.640
26 C 0.31434 4.14566 -2.86687  -0.808
27 H 2.08181 2.49745 -0.44360  0.123
28 H 3.96732 3.16033 -1.90664  0.495
29 H 3.52040 4.49266 -3.98951  0.418
30 H 1.18675 5.20380 -4.52674  0.431
31 H -0.71220 4.41019 -3.13329  0.397
32 C -2.87698 4.39169 -1.39249  -0.195
33 C -4.04446 4.78169 -2.05828  -0.723
34 C -4.66903 3.90413 -2.95120  -0.535
35 C -4.12613 2.62994 -3.17392  -0.669
36 C -2.96280 2.23242 -2.51296  -0.455
37 H -2.40188 5.08361 -0.69157  0.489
38 H -4.46099 5.77443 -1.87076  0.419
39 H -5.57801 4.21294 -3.47115  0.410
40 H -4.61607 1.94132 -3.86683  0.433
41 H -2.53523 1.23949 -2.68806  0.389
42 C -2.81733 -4.09524 0.91778  -0.579
43 C -3.33867 -4.52982 2.13736  -0.704
44 C -2.55175 -4.49426 3.29323  -0.644
45 C -1.21385 -4.09183 3.21613  -0.731
46 C -0.68431 -3.65282 2.00225  -0.668
47 H -3.42630 -4.13422 0.01206  0.403
48 H -4.36696 -4.89316 2.17815  0.429
49 H -2.97759 -4.79188 4.25198  0.419
50 H -0.57411 -4.12105 4.10310  0.455
51 H 0.36758 -3.35567 1.93387  0.774
52 C 1.47012 -3.26115 -2.04375  -0.277
53 C 2.74627 -3.80043 -2.18051  -0.749
54 C 3.11527 -4.92391 -1.42884  -0.565
55 C 2.18729 -5.52758 -0.57616  -0.787
56 C 0.92059 -4.96640 -0.40661  -0.173
57 H 1.15983 -2.41493 -2.66585  0.441
58 H 3.45459 -3.34099 -2.87572  0.457
59 H 4.12342 -5.33011 -1.51463  0.443
60 H 2.44637 -6.43328 -0.02631  0.450
61 H 0.19308 -5.44977 0.24911  0.522
62 C -1.87352 -4.32584 -2.80130  -0.378
63 C -2.80930 -4.61136 -3.80289  -0.730
64 C -3.92488 -3.78609 -3.98306  -0.573
65 C -4.09822 -2.66160 -3.16319  -0.618
66 C -3.16871 -2.36811 -2.16557  -0.211
67 H -1.00295 -4.97284 -2.67125  0.441
68 H -2.66207 -5.48627 -4.44136  0.417
69 H -4.66042 -4.01993 -4.75647  0.397
70 H -4.96640 -2.01343 -3.30096  0.435
71 H -3.30048 -1.49026 -1.52700  0.366
72 H 1.77748 -0.07975 -3.64237  0.268
73 H 1.02099 -0.09010 -3.57126  -0.224
74 C 3.55510 -0.36112 -0.83467  -0.492
75 Si 3.32769 0.09870 0.95331  0.429
76 C 3.99222 -1.31853 1.97804  -1.173
77 C 4.31708 1.61461 1.36608  -1.284
78 N 1.58706 0.34011 1.37938  0.667
79 C 1.32423 0.53047 2.75347  -0.041
80 C 0.66032 -0.46055 3.50130  0.483
81 C 0.75577 -0.47247 4.89077  -0.613
82 C 1.39865 0.58601 5.54778  -0.734
83 C 1.90671 1.66903 4.81594  -1.062
84 C 1.87249 1.64228 3.42835  -0.093
85 H 4.50200 0.08922 -1.17789  0.521
86 H 2.76432 -0.00832 -1.51112  -0.064
87 H 3.64197 -1.45300 -0.95201  0.037
88 H 5.08646 -1.36193 1.83332  0.400
89 H 3.79399 -1.18362 3.05386  0.309
90 H 3.55777 -2.27324 1.64153  0.290
91 H 3.86348 2.56276 1.04783  0.305
92 H 4.51534 1.66580 2.44495  0.327
93 H 5.28706 1.51903 0.85720  0.468
94 H 0.16598 -1.26018 2.94146  -0.389
95 H 0.34070 -1.31195 5.45531  0.470
96 H 1.51182 0.56217 6.63215  0.407
97 H 2.35608 2.52842 5.31710  0.474
98 H 2.28522 2.45509 2.83203  0.644

Results
Net charge = +2

=====

Number 1: total energy -98558.6213 eV, maximum force 0.0176 Eh/bohr. Number 2: total energy -84266.3078 eV, maximum force 0.1230 Eh/bohr.